# 1
# C21H12AsN2S8Ta

C21H12AsN2S8Ta as an isolated structure in a non-equilibrium geometry (ωB97M-V/def2-TZVPD, the Open Molecules 2025 dataset).

Geometry (Å):
H: 2.99027 1.34095 5.69298
H: 0.85453 0.51673 -1.70155
H: 1.49660 0.83467 -5.93536
Ta: -1.63363 1.14661 0.76664
C: 1.31441 0.64355 -3.80383
H: -2.97886 -0.97147 -1.26805
N: 0.63319 -0.47408 2.19343
C: 0.49456 0.73410 -2.69712
S: 0.51959 4.93660 2.77000
S: -1.33276 1.77033 3.11754
C: -0.65100 -3.38625 -1.45319
C: 1.80506 0.63781 4.06716
S: -2.16528 3.74970 0.54540
C: -0.83458 1.10886 -2.87910
H: 1.01612 -3.57106 -0.13949
C: -2.95783 1.46865 -2.35613
C: 3.36838 -1.70612 4.25478
H: -0.39781 -4.27091 -2.02419
As: -0.45447 3.35956 1.82452
S: 0.64654 2.16329 0.34993
C: -2.07289 -1.50647 -1.01387
C: -0.15157 -1.82966 0.33677
C: -1.25210 -1.00074 0.00541
S: -4.39161 1.43234 -1.38418
C: 2.80067 0.51698 5.01742
C: 2.37682 -1.57839 3.29124
C: -1.32415 1.33208 -4.17614
H: 3.95446 -2.61373 4.32109
H: 2.35093 0.36066 -3.67357
H: -2.45141 -2.96386 -2.54075
N: -1.78010 1.22909 -1.88099
C: 0.82961 0.90720 -5.08606
S: 1.92755 -2.69834 2.05018
H: 1.22496 1.54699 3.98607
C: 1.57414 -0.42648 3.19651
C: -0.49588 1.24917 -5.28563
C: -3.58508 0.99274 0.09161
C: -1.79123 -2.65173 -1.73968
S: -4.32299 0.45621 1.45972
H: 4.34556 -0.71522 5.87114
C: 0.14369 -2.98513 -0.40149
C: 3.57145 -0.64364 5.11696
S: -3.03537 1.65933 -4.09491
C: 0.69986 -1.53674 1.48969
H: -0.87833 1.43581 -6.28088

Calculated values
<S²>: 0.763
Multiplicity: 2
Relative energy (zero: lowest compared OMol25 entry of this formula, charge and spin) (kcal/mol): 43.30
Charge: -1
Kohn-Sham gap (spin up / spin down) (Ha): 0.219 / 0.252

# 2
# C21H13F4N3O

One molecule with the formula C21H13F4N3O in a non-equilibrium geometry (ωB97M-V/def2-TZVPD, the Open Molecules 2025 dataset).

Geometry (Å):
C: 0.04132 0.78766 -0.00790
H: 2.73628 -1.84573 2.91704
C: 0.18925 -3.50704 -1.30927
C: 0.46304 -3.64867 -3.70674
C: 0.98634 1.23978 1.07834
C: -1.08484 -5.09401 -2.60805
F: -2.97562 6.59997 1.34790
N: -0.16052 -0.49490 -0.48167
C: 1.34492 2.67088 1.50612
C: 1.32552 -1.10903 1.37712
C: 0.19508 3.73001 1.56347
O: -0.46353 1.64305 -0.69021
H: 0.97382 -3.22223 -4.51960
C: 0.20696 4.74398 0.71917
C: 0.85172 -3.10217 -2.52736
C: 1.63690 0.25689 1.73710
N: 1.06571 -3.81301 0.74574
H: -1.66777 -1.82500 -1.04319
C: 0.55933 -1.46796 0.29191
C: -1.93424 4.60025 2.46186
C: -0.51864 -4.64529 -3.78035
H: -2.66628 4.48283 3.23776
F: -0.92452 -5.17300 -4.98583
C: -1.94098 5.61134 1.57176
H: 2.22172 0.63326 2.59032
H: -1.87004 -5.78466 -2.56599
H: 1.03210 4.81690 -0.00083
H: 2.25588 3.05858 0.90002
F: -0.84485 2.73883 3.42616
H: -1.12730 -0.65900 -2.40201
C: -0.80027 3.67218 2.54722
C: -0.63646 -4.57758 -1.39503
C: -1.33751 -0.84269 -1.27216
C: -0.85337 5.68234 0.69141
C: 2.03930 -2.11820 2.12166
H: -1.15630 -4.83762 -0.50972
C: 0.62554 -2.85496 -0.08228
H: -0.77842 6.55769 0.07019
N: 1.80298 -3.43180 1.84164
H: 1.58332 2.73022 2.59333
F: 1.75790 -2.10229 -2.54458
H: -2.15348 -0.09978 -0.90448

Calculated values
Structure (SMILES): Cn1c(=O)c(Cc2ccc(F)cc2F)cc2cnnc(-c3ccc(F)cc3F)c21
Relative energy (zero: lowest compared OMol25 entry of this formula, charge and spin) (kcal/mol): 51.59
Kohn-Sham gap (Ha): 0.317

# 3
# C21H13MnN5O8S3

C21H13MnN5O8S3 as an isolated structure (ωB97M-V/def2-TZVPD, the Open Molecules 2025 dataset).

Geometry (Å):
C: -1.60242 -2.24001 -2.91252
H: -1.84964 0.19390 3.04002
C: -3.33976 1.62037 3.69388
H: -4.46116 4.27846 1.89548
N: 0.82674 1.04566 2.23467
C: -2.23060 -2.19314 -1.62525
C: -2.22258 1.71069 1.58739
C: -2.96786 2.85338 1.28109
C: -4.08207 2.75880 3.37494
C: 5.26090 -0.43467 3.90485
C: -3.89960 3.39014 2.15665
C: 4.15094 -0.88421 3.23886
C: 4.95395 0.30744 1.27569
S: 1.38305 1.99816 3.18251
H: 0.18255 1.36497 -1.43554
O: -1.31352 -1.26094 1.69095
O: 5.45976 0.19705 -1.29718
S: -2.51210 3.44231 -0.29505
Mn: 0.18968 -0.18349 0.82984
H: 0.22597 -1.78705 -3.92532
C: -1.34406 2.13750 -0.40200
H: 6.77103 1.41768 1.46301
S: 4.49241 0.70055 -0.36152
O: -3.26456 -2.18321 1.06018
O: 2.40859 -0.76058 -2.95478
H: -4.80214 3.15353 4.08137
H: 3.39695 -1.48473 3.72992
O: 4.04912 2.05604 -0.54086
H: -2.09958 -2.68147 -3.76622
C: 2.89149 -0.83027 1.04069
H: 5.39188 -0.70146 4.94796
N: 3.14953 -0.35240 -0.29616
C: -0.33496 -1.75263 -2.99933
N: -1.31157 1.32362 0.60282
C: 6.05862 0.76637 1.95542
C: 1.62687 -0.67071 -2.03466
C: -2.14910 -1.70398 0.83382
H: -0.33900 2.88592 -1.98752
O: 1.24982 3.45626 2.97282
N: -0.33801 -1.03890 -0.64737
O: 1.97188 0.12251 -0.88642
C: -1.61203 -1.63386 -0.57026
C: 0.30531 -1.17286 -1.88508
C: 6.23337 0.38563 3.28256
H: -3.20206 -2.63709 -1.44502
C: 3.96703 -0.52462 1.87707
O: 1.79284 -1.39803 1.27306
C: -2.41229 1.08818 2.81691
H: -3.49375 1.13722 4.65076
H: 7.09294 0.73119 3.84152
N: -0.57258 2.03089 -1.51294

Calculated values
<S²>: 0.773
Multiplicity: 2
Relative energy (zero: lowest compared OMol25 entry of this formula, charge and spin) (kcal/mol): 125.96
Charge: -2
Kohn-Sham gap (spin up / spin down) (Ha): 0.164 / 0.169

Number 1: molar mass 804.75 Da. Number 2: molar mass 399.35 Da. Number 3: molar mass 614.50 Da.